C10H25BiClIN2P2 | the ωB97M-V functional and the def2-TZVPD basis

Structure (XYZ):
```
42
Properties=species:S:1:pos:R:3
C 1.079 -1.133 -0.214
I 0.083 -0.751 1.746
H 0.084 -1.036 -0.656
H 1.612 -2.066 -0.344
H 1.659 -0.372 -0.794
Bi -3.462 0.984 -1.636
P -1.169 -2.518 0.135
C -0.489 -3.667 1.264
C -2.856 -2.395 0.731
H -3.054 -3.441 0.958
H -1.837 -4.419 -0.905
H -3.502 -2.026 -0.021
H -1.935 -3.087 -2.070
H -0.517 -3.336 2.345
H -2.951 -1.820 1.658
C -1.313 -3.526 -1.289
H -1.088 -4.560 1.248
H -0.362 -3.836 -1.693
H 0.539 -3.935 1.050
P -0.455 2.593 -1.005
C 0.848 3.836 -0.368
C -0.122 3.074 -2.735
H -2.684 3.526 -1.552
H -1.511 4.821 -0.904
H -2.266 3.551 0.183
C -1.873 3.765 -0.836
H -0.909 2.501 -3.348
H -0.294 4.147 -2.876
H 0.608 4.875 -0.727
H 1.859 3.544 -0.676
H 0.851 2.792 -3.125
H 0.800 3.851 0.763
Cl -3.785 -0.150 -3.802
N 3.293 -0.708 2.782
C 3.702 0.634 2.695
C 2.976 1.235 1.712
N 2.384 0.315 0.916
C 2.495 -0.896 1.691
H 3.543 -1.586 3.392
H 4.380 0.984 3.489
H 2.966 2.246 1.518
H 2.671 -2.014 1.301
```

- Total energy: -2159.85916 Eh
- Relative energy (zero: lowest compared OMol25 entry of this formula, charge and spin): 108.1 kcal/mol
- Kohn-Sham gap (spin up / spin down): 3.786 / 4.066 eV
- Largest force on an atom: 4.1 eV/Å
- Net charge: +2